Record 1
141
Properties=species:S:1:pos:R:3 method="wB97M-V/def2-TZVPD" smiles="C[C@H]1COC(=O)O1.C[C@H]1COC(=O)O1.O=S1(=O)CCCC1.O=S1(=O)CCCC1.O=S1(=O)CCCC1.O=S1(=O)CCCC1.O=S1(=O)CCCC1.O=S1(=O)CCCC1.O=S1(=O)CCCC1.CC(C)=O" molar_mass_g_mol=1103.5 energy_ha=-5897.7336 lumo_energy_ev=0.1
C 6.86 20.32 -9.58
C 7.11 20.58 -11.05
C 7.53 19.33 -11.86
O 6.57 19.25 -12.92
C 5.68 20.26 -12.80
O 4.79 20.45 -13.58
O 5.90 21.00 -11.71
H 6.01 20.92 -9.25
H 7.71 20.68 -8.99
H 6.69 19.29 -9.32
H 7.85 21.37 -11.15
H 7.51 18.43 -11.25
H 8.50 19.42 -12.33
C 1.26 20.15 -13.63
C 0.33 21.07 -14.36
C 1.03 21.61 -15.62
O -0.01 21.61 -16.61
C -0.97 20.74 -16.22
O -1.93 20.47 -16.85
O -0.74 20.33 -14.95
H 1.69 19.36 -14.25
H 0.78 19.62 -12.80
H 2.13 20.68 -13.23
H -0.03 21.86 -13.70
H 1.77 20.87 -15.94
H 1.45 22.61 -15.52
C 5.08 17.64 -15.46
C 4.77 17.44 -16.93
O 4.49 16.34 -17.35
C 4.80 18.64 -17.83
H 5.86 18.41 -15.43
H 5.33 16.67 -15.04
H 4.16 17.98 -14.98
H 5.81 18.89 -18.15
H 4.41 19.53 -17.33
H 4.16 18.50 -18.70
C 8.15 20.31 -16.85
C 8.72 20.29 -18.28
C 9.08 21.72 -18.70
S 9.68 22.50 -17.22
O 9.34 23.89 -17.17
O 11.03 22.07 -17.00
C 8.62 21.57 -16.11
H 8.61 19.49 -16.30
H 7.08 20.14 -16.81
H 7.99 19.88 -18.98
H 9.61 19.66 -18.36
H 8.20 22.28 -19.01
H 9.81 21.72 -19.50
H 7.74 22.15 -15.90
H 9.25 21.42 -15.23
C 1.33 18.73 -20.33
C 0.50 19.56 -19.33
C -0.87 18.94 -19.49
S -0.51 17.19 -19.25
O -1.43 16.46 -20.09
O -0.39 16.92 -17.85
C 1.13 17.24 -20.00
H 2.38 19.02 -20.39
H 0.85 18.91 -21.29
H 0.54 20.64 -19.48
H 0.82 19.36 -18.29
H -1.22 19.08 -20.51
H -1.71 19.17 -18.84
H 1.16 16.69 -20.93
H 1.90 16.93 -19.30
C 4.60 21.95 -21.51
C 5.28 20.74 -20.87
C 5.59 19.70 -21.95
S 4.36 19.96 -23.24
O 3.38 18.92 -23.19
O 5.01 20.29 -24.48
C 3.66 21.49 -22.59
H 5.30 22.74 -21.78
H 4.04 22.46 -20.71
H 4.63 20.23 -20.15
H 6.13 21.08 -20.27
H 5.48 18.68 -21.60
H 6.61 19.80 -22.33
H 2.67 21.22 -22.24
H 3.62 22.16 -23.45
C 1.74 17.22 -11.55
C 1.77 16.10 -10.53
C 3.07 16.28 -9.75
S 4.24 16.97 -10.95
O 5.21 15.96 -11.31
O 4.73 18.23 -10.47
C 3.07 17.16 -12.31
H 1.64 18.20 -11.08
H 0.93 17.16 -12.29
H 1.79 15.14 -11.05
H 0.89 16.12 -9.89
H 3.55 15.37 -9.40
H 2.95 17.06 -9.01
H 3.13 16.20 -12.83
H 3.33 18.00 -12.94
C 4.33 24.65 -15.17
C 3.80 25.47 -16.36
C 3.53 24.59 -17.57
S 4.44 23.06 -17.31
O 5.61 22.97 -18.14
O 3.49 21.97 -17.31
C 5.02 23.39 -15.65
H 3.48 24.41 -14.52
H 4.95 25.26 -14.52
H 4.53 26.24 -16.64
H 2.95 26.07 -16.04
H 3.84 25.01 -18.52
H 2.49 24.28 -17.54
H 6.06 23.71 -15.81
H 5.03 22.48 -15.05
C 8.57 13.79 -15.83
C 9.71 13.91 -16.83
C 10.00 15.40 -16.93
S 8.36 16.16 -16.87
O 7.94 16.50 -18.20
O 8.41 17.12 -15.79
C 7.45 14.67 -16.34
H 8.90 14.20 -14.86
H 8.33 12.76 -15.53
H 9.43 13.50 -17.80
H 10.60 13.37 -16.51
H 10.49 15.75 -17.83
H 10.52 15.74 -16.03
H 6.96 14.30 -17.23
H 6.74 15.07 -15.62
C 4.78 12.10 -20.71
C 3.86 12.28 -19.48
C 3.89 13.76 -19.14
S 3.68 14.53 -20.72
O 4.21 15.87 -20.68
O 2.35 14.26 -21.22
C 4.75 13.37 -21.60
H 4.41 11.30 -21.35
H 5.79 11.80 -20.43
H 4.16 11.69 -18.62
H 2.85 12.00 -19.77
H 4.85 14.13 -18.80
H 3.10 14.14 -18.49
H 5.71 13.84 -21.81
H 4.21 13.17 -22.52


Record 2
147
Properties=species:S:1:pos:R:3 method="wB97M-V/def2-TZVPD" smiles="CCCNc1cc2c(c(CCOC(C)=O)c1P(O)O)Sc1c(S(=O)(=O)C(F)(F)C(F)(F)F)ccc(O)c1N2.CN(C)P(=O)(N(C)C)N(C)C.CN(C)P(=O)(N(C)C)N(C)C.CN(C)P(=O)(N(C)C)N(C)C" molar_mass_g_mol=1142.1 energy_ha=-5547.2486 lumo_energy_ev=-0.7
C 6.21 -4.91 1.76
C 6.74 -3.87 0.73
C 7.35 -2.60 1.38
N 6.46 -1.42 1.48
C 5.11 -1.75 1.79
C 4.20 -1.68 0.75
C 2.84 -1.95 0.92
C 2.44 -2.30 2.20
C 3.33 -2.39 3.26
C 2.82 -2.81 4.65
C 1.88 -1.74 5.28
O 0.59 -2.35 5.46
C -0.42 -1.46 5.60
C -1.64 -1.97 6.38
O -0.44 -0.35 5.12
C 4.69 -2.10 3.10
P 5.85 -2.14 4.52
O 7.30 -1.46 4.15
O 6.05 -3.70 5.03
S 0.72 -2.63 2.56
C 0.02 -2.74 0.93
C -1.28 -3.24 0.81
S -2.24 -3.76 2.21
O -2.82 -2.59 2.81
O -1.51 -4.51 3.20
C -3.68 -4.83 1.70
F -4.71 -4.01 1.45
F -3.41 -5.61 0.63
C -4.12 -5.82 2.84
F -5.29 -6.38 2.49
F -4.29 -5.21 4.00
F -3.23 -6.81 2.90
C -1.89 -3.32 -0.44
C -1.20 -2.95 -1.58
C 0.08 -2.47 -1.43
O 0.76 -2.06 -2.57
C 0.73 -2.34 -0.19
N 2.03 -1.79 -0.22
H 6.87 -4.98 2.63
H 6.14 -5.87 1.24
H 5.20 -4.64 2.10
H 5.99 -3.65 -0.05
H 7.57 -4.38 0.22
H 8.20 -2.27 0.76
H 7.79 -2.87 2.35
H 6.48 -0.95 0.59
H 4.55 -1.40 -0.24
H 2.27 -3.75 4.48
H 3.65 -3.04 5.32
H 1.86 -0.89 4.59
H 2.23 -1.42 6.27
H -2.54 -1.63 5.87
H -1.58 -1.58 7.40
H -1.62 -3.07 6.34
H 7.19 -0.51 4.09
H 6.25 -3.64 5.97
H -2.91 -3.68 -0.54
H -1.67 -3.00 -2.56
H 0.68 -1.10 -2.61
H 2.06 -0.85 -0.59
O 1.66 1.72 0.61
P 2.15 3.13 0.94
N 3.79 2.65 1.23
C 4.67 3.05 2.31
C 4.52 2.21 0.05
N 1.21 3.22 2.41
C 1.80 3.01 3.73
C -0.03 2.43 2.39
N 2.54 4.81 1.09
C 3.39 5.39 0.05
C 2.33 5.70 2.21
H 4.99 4.11 2.25
H 5.59 2.46 2.29
H 4.25 2.86 3.29
H 4.79 3.04 -0.62
H 3.91 1.51 -0.52
H 5.44 1.68 0.31
H 2.22 2.00 3.83
H 1.04 3.13 4.50
H 2.56 3.75 3.97
H 0.17 1.36 2.56
H -0.54 2.54 1.44
H -0.71 2.77 3.18
H 4.45 5.29 0.31
H 3.18 6.45 -0.09
H 3.23 4.90 -0.90
H 3.11 5.59 2.96
H 1.35 5.56 2.67
H 2.34 6.74 1.88
O -3.38 -4.30 -3.82
P -4.31 -4.83 -4.90
N -5.56 -3.65 -4.64
C -6.99 -3.87 -4.62
C -5.21 -2.28 -5.00
N -4.63 -6.34 -4.08
C -5.88 -6.60 -3.37
C -3.55 -6.79 -3.19
N -5.01 -5.44 -6.34
C -5.05 -4.54 -7.50
C -5.75 -6.67 -6.55
H -7.42 -4.13 -5.60
H -7.50 -2.96 -4.30
H -7.30 -4.61 -3.90
H -5.16 -2.13 -6.09
H -4.24 -2.01 -4.58
H -5.93 -1.56 -4.59
H -6.01 -5.90 -2.54
H -5.87 -7.61 -2.95
H -6.75 -6.57 -4.02
H -3.56 -6.25 -2.24
H -2.58 -6.65 -3.67
H -3.66 -7.86 -2.98
H -5.97 -3.96 -7.51
H -5.00 -5.09 -8.44
H -4.21 -3.85 -7.48
H -6.80 -6.55 -6.26
H -5.32 -7.51 -6.03
H -5.74 -6.95 -7.61
O -0.24 7.87 -3.71
P -0.50 7.43 -2.28
N -2.14 6.93 -2.55
C -3.29 7.14 -1.69
C -2.30 5.76 -3.41
N -0.38 9.05 -1.61
C -1.55 9.82 -1.22
C 0.47 9.96 -2.38
N -0.42 6.76 -0.71
C -0.49 5.30 -0.60
C -0.49 7.42 0.58
H -3.25 6.58 -0.75
H -4.20 6.83 -2.21
H -3.46 8.19 -1.48
H -1.99 4.83 -2.91
H -1.70 5.86 -4.31
H -3.34 5.63 -3.73
H -2.21 10.02 -2.07
H -1.24 10.79 -0.81
H -2.12 9.34 -0.42
H -0.04 10.34 -3.27
H 1.38 9.46 -2.70
H 0.77 10.81 -1.76
H -1.52 4.96 -0.50
H 0.07 4.93 0.26
H -0.05 4.83 -1.49
H -1.53 7.61 0.87
H 0.08 8.35 0.61
H -0.05 6.79 1.36


Record 3
145
Properties=species:S:1:pos:R:3 method="wB97M-V/def2-TZVPD" smiles="CCOC(=O)OC.CCOC(=O)OC.CCOC(=O)OC.CCOC(=O)OC.CCOC(=O)OC.CCOC(=O)OC.CCOC(=O)OC.CCOC(=O)OC.CCOC(=O)OC.O=C1OCCO1" molar_mass_g_mol=1025.0 energy_ha=-3788.6635 lumo_energy_ev=0.5
C 6.01 1.18 -0.07
C 6.67 -0.23 -0.15
O 6.09 -1.00 0.86
C 5.52 -0.12 1.68
O 4.90 -0.47 2.67
O 5.61 1.09 1.27
H 5.21 1.29 -0.80
H 6.75 1.94 -0.30
H 7.71 -0.28 0.17
H 6.35 -0.60 -1.13
C -4.99 -1.59 -6.90
C -3.73 -2.39 -6.53
O -2.60 -1.61 -6.57
C -2.00 -1.16 -5.41
O -2.35 -1.30 -4.25
O -0.85 -0.47 -5.76
C 0.04 0.07 -4.75
H -5.17 -1.02 -5.99
H -5.92 -2.13 -7.09
H -4.93 -0.94 -7.78
H -3.67 -2.99 -7.44
H -3.81 -3.14 -5.75
H 0.64 0.91 -5.10
H 0.77 -0.68 -4.46
H -0.40 0.42 -3.82
C 4.04 -2.21 -7.14
C 4.39 -0.82 -6.61
O 4.08 -0.76 -5.26
C 3.90 0.38 -4.62
O 3.99 1.58 -5.01
O 3.46 0.02 -3.42
C 2.90 0.96 -2.55
H 3.69 -2.02 -8.15
H 3.24 -2.77 -6.64
H 4.95 -2.81 -7.15
H 4.06 0.00 -7.25
H 5.48 -0.85 -6.62
H 2.11 1.57 -2.99
H 3.70 1.70 -2.52
H 2.74 0.57 -1.54
C 2.87 -1.83 5.01
C 3.13 -1.78 6.52
O 4.48 -2.26 6.72
C 4.92 -2.79 7.86
O 6.03 -3.39 7.93
O 4.02 -2.64 8.94
C 4.48 -2.44 10.28
H 1.93 -1.31 4.82
H 2.79 -2.85 4.62
H 3.65 -1.30 4.46
H 2.51 -2.52 7.02
H 3.00 -0.80 6.98
H 5.15 -1.62 10.53
H 5.04 -3.36 10.42
H 3.60 -2.47 10.94
C -3.83 -0.76 3.66
C -4.86 -1.73 3.06
O -4.86 -1.74 1.67
C -3.94 -2.41 1.10
O -2.96 -2.93 1.57
O -4.18 -2.29 -0.18
C -3.45 -2.96 -1.16
H -3.75 -0.90 4.74
H -3.96 0.27 3.35
H -2.78 -0.96 3.43
H -5.78 -1.24 3.39
H -4.60 -2.69 3.51
H -3.74 -2.92 -2.21
H -3.52 -4.02 -0.93
H -2.45 -2.57 -0.98
C -5.90 -0.55 -3.46
C -6.22 -0.32 -1.93
O -6.54 1.05 -1.70
C -7.75 1.48 -1.64
O -8.68 0.73 -1.76
O -7.70 2.78 -1.65
C -8.93 3.55 -1.67
H -6.11 -1.62 -3.46
H -4.86 -0.37 -3.73
H -6.75 -0.09 -3.97
H -5.28 -0.49 -1.40
H -7.02 -0.95 -1.54
H -8.58 4.58 -1.76
H -9.60 3.52 -0.81
H -9.48 3.30 -2.58
C 2.49 0.85 9.45
C 2.10 2.32 9.29
O 2.68 3.06 8.24
C 2.28 2.86 6.95
O 1.53 1.95 6.56
O 2.82 3.86 6.17
C 2.70 3.78 4.82
H 1.86 0.18 8.87
H 2.18 0.64 10.47
H 3.56 0.67 9.37
H 2.47 2.77 10.21
H 1.01 2.36 9.27
H 2.87 2.74 4.54
H 3.23 4.57 4.29
H 1.68 4.04 4.53
C 3.37 -2.31 -0.80
C 1.87 -2.66 -0.85
O 1.49 -2.47 0.50
C 1.15 -3.50 1.30
O 1.07 -4.63 0.86
O 0.67 -3.09 2.45
C -0.18 -3.90 3.28
H 3.72 -2.16 -1.82
H 3.99 -3.08 -0.34
H 3.55 -1.44 -0.18
H 1.92 -3.69 -1.20
H 1.35 -2.05 -1.60
H 0.35 -4.77 3.67
H -1.09 -4.18 2.74
H -0.39 -3.15 4.04
C -0.72 3.63 -2.86
C -2.11 3.18 -3.29
O -2.57 4.24 -4.19
C -2.28 4.22 -5.50
O -1.83 3.26 -6.12
O -2.52 5.41 -6.06
C -2.31 5.79 -7.40
H -0.84 4.42 -2.11
H -0.24 4.13 -3.70
H -0.24 2.71 -2.52
H -2.79 3.20 -2.44
H -2.16 2.16 -3.65
H -2.18 6.86 -7.53
H -3.29 5.60 -7.82
H -1.59 5.36 -8.10
C 2.04 2.01 1.31
C 1.66 0.48 1.28
O 0.27 0.22 1.08
C -0.36 0.43 -0.10
O 0.25 0.65 -1.13
O -1.66 0.50 0.11
C -2.68 0.54 -0.86
H 1.75 2.33 0.31
H 3.11 2.03 1.51
H 1.62 2.67 2.07
H 2.00 0.25 2.29
H 2.28 -0.04 0.55
H -3.59 0.60 -0.26
H -2.81 -0.37 -1.45
H -2.71 1.25 -1.69